Entry P
{
  "formula": "C4H11N2S",
  "method": "ωB97M-V/def2-TZVPD",
  "total_charge": 1,
  "orbital_gap_ev": 9.8,
  "e_lumo_ev": -3.69,
  "smiles": "CC[C@H](S)C(N)=[NH2+]",
  "elements": ["C", "C", "C", "S", "C", "N", "N", "H", "H", "H", "H", "H", "H", "H", "H", "H", "H", "H"],
  "xyz": [[-2.593, -0.040, 0.253], [-1.052, -0.528, -0.037], [-0.025, 0.363, 0.427], [-0.178, 1.975, -0.477], [1.485, -0.067, 0.139], [2.491, 0.650, 0.660], [1.600, -1.143, -0.602], [-2.994, 0.666, -0.347], [-3.025, -0.920, -0.031], [-2.780, 0.138, 1.354], [-0.890, -1.478, 0.556], [-0.960, -0.564, -1.175], [-0.193, 0.594, 1.440], [-0.127, 1.433, -1.688], [2.483, 1.583, 1.004], [3.335, 0.438, 0.114], [0.848, -1.729, -0.733], [2.575, -1.373, -0.857]]
}

Entry Q
{
  "formula": "C4H11N2S",
  "method": "ωB97M-V/def2-TZVPD",
  "total_charge": 1,
  "orbital_gap_ev": [8.7, 8.7],
  "e_lumo_ev": [-3.51, -3.51],
  "elements": ["C", "C", "C", "C", "N", "N", "S", "H", "H", "H", "H", "H", "H", "H", "H", "H", "H", "H"],
  "xyz": [[-0.066, 2.281, -1.838], [0.787, 1.256, -1.369], [1.116, -1.985, 1.043], [-1.205, -0.600, 2.145], [-0.244, 0.082, -0.042], [0.071, 1.015, -2.622], [0.390, -0.310, 1.336], [-1.125, 2.433, -1.678], [0.409, 3.083, -2.333], [1.798, 1.105, -1.216], [0.396, -2.611, 0.473], [1.434, -2.513, 1.982], [1.988, -1.872, 0.416], [-1.151, -0.949, 3.241], [-1.853, -1.354, 1.600], [-1.673, 0.449, 2.218], [0.455, 1.170, -3.610], [-0.721, 0.301, -2.536]]
}

Entry R
{
  "formula": "C4H11N2S",
  "method": "ωB97M-V/def2-TZVPD",
  "total_charge": 1,
  "orbital_gap_ev": [8.1, 8.1],
  "e_lumo_ev": [-3.77, -3.77],
  "smiles": "C=C(NC)[NH2+]CS",
  "elements": ["C", "C", "N", "C", "N", "C", "S", "H", "H", "H", "H", "H", "H", "H", "H", "H", "H", "H"],
  "xyz": [[0.854, 1.590, 1.469], [0.410, 0.043, 0.774], [1.151, -1.018, 0.565], [0.995, -2.082, -0.347], [-0.889, 0.318, 0.141], [-0.940, 0.360, -1.335], [-2.441, 1.445, -1.823], [0.022, 2.104, 1.813], [1.858, 1.634, 1.777], [2.131, -0.938, 1.046], [1.710, -2.809, -0.201], [-0.019, -2.412, -0.346], [0.858, -1.807, -1.549], [-1.179, 1.126, 0.688], [-1.580, -0.363, 0.470], [-0.017, 0.745, -1.814], [-1.097, -0.628, -1.775], [-1.822, 2.632, -1.442]]
}

Result of the stability comparison: entry Q is the least stable of them.

Entry P
{
  "formula": "C9H9N3O",
  "method": "ωB97M-V/def2-TZVPD",
  "orbital_gap_ev": 9.0,
  "e_lumo_ev": 0.26,
  "smiles": "Cc1ccc2[nH]c(N)nc(=O)c2c1",
  "elements": ["C", "C", "C", "C", "C", "N", "C", "N", "N", "C", "O", "C", "C", "H", "H", "H", "H", "H", "H", "H", "H", "H"],
  "xyz": [[-1.398, -0.838, -3.612], [-0.891, -0.226, -2.320], [-0.785, 1.159, -2.244], [-0.260, 1.893, -1.071], [-0.039, 1.027, 0.005], [0.284, 1.529, 1.390], [0.608, 0.441, 2.292], [0.866, 1.110, 3.357], [0.568, -0.821, 2.248], [0.491, -1.376, 0.936], [0.741, -2.497, 0.538], [0.141, -0.423, -0.173], [-0.232, -1.086, -1.400], [-0.680, -0.239, -4.424], [-2.570, -0.681, -3.798], [-1.022, -2.031, -3.494], [-1.316, 1.524, -3.264], [-0.442, 2.868, -0.938], [1.112, 2.255, 1.514], [1.134, 0.613, 4.265], [0.231, 1.743, 3.605], [-0.206, -2.225, -1.212]]
}

Entry Q
{
  "formula": "C9H9N3O",
  "method": "ωB97M-V/def2-TZVPD",
  "orbital_gap_ev": [7.8, 7.7],
  "e_lumo_ev": [-1.08, -2.36],
  "elements": ["C", "C", "C", "C", "C", "C", "C", "C", "C", "N", "N", "N", "O", "H", "H", "H", "H", "H", "H", "H", "H", "H"],
  "xyz": [[0.511, 1.157, 1.679], [-1.761, -0.196, -2.331], [-2.795, 0.623, -1.898], [-0.614, -0.299, -1.568], [-2.625, 1.325, -0.705], [-0.529, 0.451, -0.381], [1.919, -0.207, 0.166], [2.955, -0.085, 1.247], [0.620, 0.443, 0.479], [0.435, 1.754, 2.658], [-1.538, 1.243, 0.020], [0.515, -1.991, 1.752], [2.128, -0.756, -0.894], [-1.854, -0.750, -3.254], [-3.710, 0.712, -2.461], [0.206, -0.931, -1.859], [-3.396, 1.981, -0.321], [3.853, -0.615, 0.952], [2.561, -0.506, 2.170], [3.185, 0.966, 1.418], [0.305, -2.544, 0.926], [-0.370, -1.775, 2.205]]
}

Result of the stability comparison: entry Q is the least stable of them.

Entry P
{
  "formula": "C24H26N2O4",
  "method": "ωB97M-V/def2-TZVPD",
  "orbital_gap_ev": 7.8,
  "e_lumo_ev": 0.43,
  "smiles": "Cc1cc(=O)oc2cc(OCC(=O)Nc3ccc(N4CCC(C)CC4)cc3)ccc12",
  "elements": ["C", "C", "C", "C", "O", "O", "C", "C", "C", "O", "C", "C", "O", "N", "C", "C", "C", "C", "N", "C", "C", "C", "C", "C", "C", "C", "C", "C", "C", "C", "H", "H", "H", "H", "H", "H", "H", "H", "H", "H", "H", "H", "H", "H", "H", "H", "H", "H", "H", "H", "H", "H", "H", "H", "H", "H"],
  "xyz": [[7.326, -0.592, 3.655], [6.566, -0.269, 2.410], [6.740, 0.905, 1.761], [6.023, 1.250, 0.553], [6.151, 2.277, -0.068], [5.129, 0.322, 0.082], [4.927, -0.857, 0.708], [3.992, -1.711, 0.130], [3.731, -2.941, 0.711], [2.868, -3.865, 0.228], [2.008, -3.504, -0.821], [1.038, -2.378, -0.403], [0.990, -1.968, 0.732], [0.286, -1.949, -1.444], [-0.698, -0.943, -1.459], [-1.411, -0.741, -2.637], [-2.380, 0.233, -2.719], [-2.690, 1.051, -1.622], [-3.622, 2.064, -1.751], [-3.812, 3.035, -0.696], [-4.847, 2.574, 0.335], [-6.181, 2.297, -0.362], [-7.217, 1.763, 0.622], [-5.947, 1.310, -1.507], [-4.863, 1.831, -2.459], [-1.955, 0.838, -0.449], [-0.978, -0.134, -0.366], [4.427, -3.313, 1.872], [5.346, -2.470, 2.438], [5.622, -1.216, 1.873], [7.987, 0.228, 3.920], [6.638, -0.770, 4.480], [7.922, -1.492, 3.511], [7.432, 1.654, 2.115], [3.485, -1.360, -0.753], [2.572, -3.210, -1.718], [1.434, -4.409, -1.043], [0.416, -2.409, -2.335], [-1.197, -1.350, -3.505], [-2.886, 0.374, -3.661], [-2.853, 3.259, -0.227], [-4.170, 3.956, -1.171], [-4.972, 3.341, 1.101], [-4.498, 1.659, 0.819], [-6.553, 3.238, -0.786], [-6.879, 0.826, 1.060], [-7.382, 2.476, 1.427], [-8.165, 1.585, 0.120], [-6.873, 1.150, -2.061], [-5.624, 0.350, -1.098], [-4.713, 1.118, -3.267], [-5.186, 2.782, -2.898], [-2.142, 1.430, 0.431], [-0.437, -0.273, 0.554], [4.210, -4.276, 2.306], [5.862, -2.774, 3.334]]
}

Entry Q
{
  "formula": "C24H26N2O4",
  "method": "ωB97M-V/def2-TZVPD",
  "orbital_gap_ev": 5.6,
  "e_lumo_ev": -2.82,
  "elements": ["C", "H", "H", "H", "C", "C", "H", "H", "H", "C", "C", "C", "N", "C", "O", "C", "C", "C", "C", "C", "C", "N", "C", "H", "H", "C", "O", "H", "H", "H", "H", "C", "O", "C", "C", "C", "C", "C", "C", "C", "O", "H", "H", "H", "H", "H", "H", "C", "H", "H", "H", "H", "H", "H", "H", "H"],
  "xyz": [[1.352, -0.950, 4.085], [1.073, -0.799, 5.084], [0.497, -1.542, 3.535], [2.234, -1.360, 3.944], [1.137, 0.604, 3.485], [-0.023, 1.140, 3.721], [-0.042, 1.990, 3.252], [-0.219, 1.488, 4.634], [-0.824, 0.622, 3.252], [2.408, 1.368, 3.950], [2.796, 2.711, 3.014], [2.890, 2.507, 1.615], [1.541, 1.602, 1.296], [1.026, 1.903, 0.059], [1.090, 3.109, -0.451], [-0.091, 0.967, -0.155], [-1.485, 1.316, 0.428], [-2.513, 0.624, 0.107], [-2.535, -0.378, -1.003], [-1.186, -0.845, -1.464], [-0.104, 0.063, -1.156], [1.275, -0.514, -1.693], [2.410, 0.223, -1.921], [2.783, 0.582, -0.867], [3.060, -0.242, -2.338], [2.221, 1.331, -2.976], [3.481, 1.753, -2.993], [3.641, 2.638, -3.772], [1.733, 2.132, -2.454], [1.814, 0.877, -3.806], [0.963, -1.161, -2.493], [-1.331, -1.728, -2.430], [-0.245, -2.290, -3.045], [-2.644, -2.459, -2.673], [-2.614, -3.450, -3.700], [-3.676, -4.108, -4.296], [-5.058, -3.598, -3.532], [-4.816, -2.991, -2.445], [-3.719, -2.129, -2.160], [-3.581, -1.107, -1.105], [-4.809, -1.018, -0.405], [-5.609, -2.608, -1.899], [-5.835, -4.201, -3.649], [-3.827, -4.848, -4.743], [-1.598, -3.594, -4.266], [-3.636, 0.871, 0.438], [-1.533, 2.155, 1.024], [1.410, 0.169, 1.938], [0.722, -0.191, 1.343], [2.633, -0.273, 1.780], [2.814, 3.300, 0.990], [3.738, 1.850, 1.444], [1.624, 3.313, 3.093], [3.456, 3.096, 3.547], [2.209, 1.453, 5.000], [3.524, 0.627, 3.834]]
}

Result of the stability comparison: entry Q is the least stable of them.